(1)
An isolated molecule of C11H15NO2S at a distorted geometry, computed with ωB97M-V with the def2-TZVPD basis set.

Summary:
DFT total energy ... -28069.003 eV
Frontier orbital gap ... 8.96 eV
SMILES ... COc1ccccc1OC[C@H]1NCCS1

Last column: Mulliken charge in e.
Geometry (Å):
C 1.53 2.55 0.24  -0.967
C 1.65 0.19 -0.10  0.961
C 3.06 0.20 -0.17  -0.658
C 3.75 -0.95 -0.27  -0.602
C 3.06 -2.17 -0.27  -0.539
C 1.67 -2.20 -0.17  -0.313
C 0.94 -1.02 -0.10  0.058
C -0.99 -0.75 1.34  -0.568
C -2.36 -0.18 1.16  -0.136
C -2.56 0.75 -1.11  -0.484
C -3.79 -0.21 -1.16  -0.604
H 2.14 2.75 -0.69  0.364
H 2.19 2.64 1.11  0.384
H 0.71 3.25 0.31  0.241
H 3.54 1.22 -0.16  0.216
H 4.84 -0.90 -0.34  0.361
H 3.62 -3.13 -0.27  0.312
H 1.26 -3.22 -0.16  0.403
H -1.08 -1.68 1.89  0.409
H -0.45 -0.02 1.96  0.288
H -2.90 -0.01 2.13  0.378
H -1.57 1.59 0.40  0.312
H -2.68 1.69 -1.65  0.477
H -1.73 0.20 -1.61  0.134
H -3.85 -0.73 -2.14  0.383
H -4.72 0.34 -0.93  0.297
N -2.33 1.00 0.30  -0.512
O 0.92 1.28 0.20  -0.262
O -0.44 -1.08 0.09  -0.116
S -3.43 -1.41 0.16  -0.221



(2)
A 2-piece molecular cluster, C11H15NOS overall at a distorted geometry, computed with ωB97M-V with the def2-TZVPD basis set.

Summary:
DFT total energy ... -26019.075 eV
Frontier orbital gap ... 9.11 eV

Last column: Mulliken charge in e.
Geometry (Å):
C -4.27 0.65 -0.38  -0.272
C -3.67 0.29 -1.63  -0.733
C -3.69 0.35 0.83  -0.674
C -2.45 -0.30 -1.59  -0.253
C -2.39 -0.21 0.80  -0.221
C -1.80 -0.63 -0.37  0.203
C 3.20 1.03 0.70  0.795
C 2.53 0.54 -0.34  0.390
C 2.49 0.94 2.02  -1.176
C 4.59 1.62 0.62  -1.175
C 1.96 0.02 -1.45  -1.345
N -1.27 -3.08 -0.64  -0.540
O 0.35 -1.61 0.79  -0.592
S -0.34 -1.64 -0.48  0.606
H -5.27 1.01 -0.46  0.341
H -4.21 0.62 -2.44  0.451
H -4.30 0.51 1.66  0.421
H -1.84 -0.66 -2.43  0.386
H -1.89 -0.60 1.75  0.305
H 1.44 1.10 1.93  0.305
H 2.64 -0.01 2.43  0.264
H 2.98 1.66 2.75  0.379
H 4.90 1.69 -0.49  0.295
H 4.48 2.54 1.17  0.347
H 5.36 0.98 1.04  0.269
H -0.72 -3.85 -0.88  0.246
H 1.90 -1.01 -1.76  0.440
H 1.38 0.83 -1.90  0.235
H -2.09 -2.79 -1.24  0.303



(3)
C11H15P as an isolated structure at a distorted geometry, computed with ωB97M-V with the def2-TZVPD basis set.

Summary:
DFT total energy ... -20934.049 eV
Frontier orbital gap ... 8.76 eV

Last column: Mulliken charge in e.
Geometry (Å):
C 2.05 -2.30 -0.78  -0.596
C 0.68 -2.80 -0.38  -0.314
C 2.17 -1.02 -1.19  -0.335
C -0.43 -2.05 -0.17  -1.136
C -1.74 2.92 0.86  -0.853
C 0.29 0.89 2.88  -0.557
C -1.31 1.87 0.20  0.075
C -0.42 0.00 2.24  -0.247
C 1.32 0.12 -0.68  -0.491
C -0.48 -0.65 -0.60  1.124
C -1.15 -0.47 -1.91  -1.432
P -1.50 0.24 0.80  -0.172
H 2.59 -3.13 -1.27  0.300
H 0.65 -3.84 -0.31  0.452
H 3.12 -0.62 -1.58  0.340
H -1.37 -2.50 -0.06  0.502
H -1.74 3.91 0.54  0.306
H -2.13 2.86 1.81  0.339
H 0.85 0.70 3.82  0.262
H 0.51 1.91 2.45  0.257
H -0.95 2.09 -0.80  0.190
H -0.65 -0.97 2.72  0.293
H 1.58 0.41 0.36  0.288
H 1.54 0.91 -1.43  0.308
H -0.67 -0.92 -2.77  0.369
H -1.44 0.58 -2.10  0.315
H -2.05 -1.09 -1.85  0.415



(4)
C11H16 as an isolated structure at a distorted geometry, computed with ωB97M-V with the def2-TZVPD basis set.

Summary:
DFT total energy ... -11659.344 eV
Frontier orbital gap (alpha / beta) ... 5.76 / 6.46 eV
Spin multiplicity ... 3

Last column: Mulliken spin population.
Geometry (Å):
C -1.05 0.34 0.55  -0.042
C -2.35 0.18 0.09  0.391
C 1.62 -2.01 -0.02  0.011
C 0.04 -2.00 0.10  0.739
C -0.03 -0.68 0.32  0.332
C 1.40 -0.50 0.13  0.104
C 2.19 0.56 0.01  0.316
C -3.44 1.25 0.15  -0.018
C -2.80 -1.12 -0.59  0.000
C 3.65 0.39 -0.29  -0.016
C 1.62 1.95 0.11  -0.008
H -0.89 1.27 1.13  0.005
H 2.14 -2.29 0.97  0.014
H 2.11 -2.37 -0.96  0.002
H -0.65 -2.82 0.37  0.011
H -3.05 2.23 0.62  0.000
H -3.95 1.42 -0.82  0.014
H -4.19 0.76 0.85  0.028
H -2.08 -1.60 -1.34  0.005
H -2.92 -1.72 0.32  0.019
H -3.76 -1.11 -1.16  0.009
H 3.88 1.05 -1.09  0.014
H 3.76 -0.66 -0.32  0.002
H 4.23 0.71 0.57  0.028
H 0.62 1.58 0.02  -0.005
H 1.91 2.77 -0.72  0.020
H 1.99 2.43 0.98  0.023



(5)
C11H16AuClO2Tl as an isolated structure at a distorted geometry, computed with ωB97M-V with the def2-TZVPD basis set.

Summary:
Charge ... -1
DFT total energy ... -36667.133 eV
Frontier orbital gap (alpha / beta) ... 5.72 / 6.94 eV
Spin multiplicity ... 3

Last column: Mulliken spin population.
Geometry (Å):
Tl 0.75 -0.47 -2.57  0.078
Cl 1.96 -2.62 -2.61  -0.002
C 2.18 1.11 -3.02  0.085
C -0.61 -0.97 -4.21  0.119
H 1.97 1.41 -4.06  0.005
H 2.02 1.93 -2.31  -0.004
H 3.18 0.66 -2.93  -0.006
H -0.33 -0.30 -5.03  -0.001
H -1.64 -0.82 -3.86  -0.006
H -0.39 -2.02 -4.46  -0.002
Au -0.13 0.73 0.47  0.336
C -1.56 -0.84 0.43  0.613
C -0.72 1.02 -1.37  0.784
H -2.38 -0.60 -0.24  -0.026
H -1.01 -1.73 0.12  -0.023
H -1.92 -0.94 1.47  -0.029
H -1.71 0.66 -1.66  0.007
H -0.37 1.93 -1.86  0.003
O 0.05 1.92 2.70  -0.003
C 0.67 0.87 2.97  0.028
O 0.85 -0.10 2.11  0.035
C 1.27 0.59 4.32  0.002
C 2.13 -0.50 4.48  0.002
C 2.63 -0.83 5.74  -0.001
C 2.30 -0.05 6.86  0.002
C 1.45 1.06 6.70  -0.001
C 0.95 1.39 5.43  0.003
H 2.40 -1.10 3.61  -0.001
H 3.29 -1.69 5.85  0.000
H 2.70 -0.29 7.84  0.000
H 1.18 1.67 7.57  0.000
H 0.31 2.26 5.30  0.001



(6)
C11H16BBr27FNO2P as an isolated structure at a distorted geometry, computed with ωB97M-V with the def2-TZVPD basis set.

Summary:
Charge ... -1
DFT total energy ... -1921080.976 eV
Frontier orbital gap ... 6.65 eV

Last column: Mulliken charge in e.
Geometry (Å):
N 5.27 -2.28 1.57  -0.824
P 5.05 -1.47 0.19  0.578
C 3.37 -1.04 -0.31  0.603
C 2.31 -2.14 -0.42  0.461
O 1.21 -1.38 -0.86  -0.509
B 1.42 0.02 -0.36  1.097
F 0.39 0.48 0.48  -0.279
O 2.72 -0.04 0.42  -0.724
H 4.36 -2.40 2.03  0.160
H 5.81 -0.30 0.10  0.121
H 5.54 -2.27 -0.88  -0.181
H 3.40 -0.65 -1.35  -0.506
H 2.01 -2.58 0.54  0.055
H 2.65 -2.92 -1.11  -0.398
H 1.61 0.80 -1.29  -0.406
C 3.27 -0.56 -5.02  -0.367
Br 4.38 -0.96 -3.50  0.031
Br 3.20 -2.05 -6.25  -0.039
Br 1.52 0.00 -4.49  0.010
H 3.73 0.26 -5.55  0.364
C 4.80 -5.68 -4.45  -0.347
Br 6.29 -5.38 -5.63  -0.058
Br 4.85 -4.48 -2.95  -0.009
Br 3.13 -5.60 -5.41  -0.024
H 4.89 -6.68 -4.06  0.380
C -2.57 2.29 0.92  -0.088
Br -2.84 1.95 -0.95  -0.028
Br -1.59 3.91 1.22  0.037
Br -4.24 2.28 1.89  -0.003
H -1.97 1.47 1.30  0.132
C -0.09 -5.81 -1.51  -0.402
Br 1.79 -5.60 -1.86  0.062
Br -0.53 -7.62 -1.02  -0.074
Br -0.70 -4.54 -0.21  0.012
H -0.61 -5.60 -2.44  0.382
C 1.09 -2.42 4.66  -0.414
Br 2.40 -2.13 3.29  0.098
Br 1.42 -1.32 6.21  -0.071
Br -0.70 -2.18 3.99  -0.027
H 1.17 -3.45 4.98  0.366
C 5.01 1.52 3.70  -0.345
Br 5.17 -0.08 2.54  0.173
Br 6.57 1.74 4.82  -0.115
Br 4.62 3.15 2.71  -0.090
H 4.17 1.36 4.36  0.285
C -8.16 0.93 2.25  -0.301
Br -8.96 -0.74 2.78  -0.018
Br -9.43 2.09 1.38  0.047
Br -7.29 1.80 3.72  -0.044
H -7.40 0.69 1.52  0.293
C -2.06 8.13 1.51  -0.265
Br -2.59 8.97 3.16  -0.017
Br -1.94 9.40 0.08  -0.018
Br -0.43 7.13 1.72  -0.026
H -2.83 7.42 1.25  0.286
C -10.78 4.92 -1.76  -0.296
Br -8.89 5.23 -1.56  0.021
Br -11.60 6.25 -2.89  -0.048
Br -11.15 3.14 -2.38  -0.008
H -11.22 5.02 -0.79  0.317



(7)
C11H16BClN6Sn as an isolated structure at a distorted geometry, computed with ωB97M-V with the def2-TZVPD basis set.

Summary:
DFT total energy ... -39634.056 eV
Frontier orbital gap ... 6.08 eV

Last column: Mulliken charge in e.
Geometry (Å):
H -0.49 2.83 0.87  0.437
N -0.06 1.60 -0.83  -0.087
B 0.75 0.70 -3.07  0.004
N 0.57 1.85 -2.04  0.221
C 0.87 3.16 -2.12  -0.083
Sn -0.51 -0.51 -0.28  0.947
H 1.36 3.53 -2.99  0.458
C 0.46 3.76 -0.93  -0.975
H 0.58 4.80 -0.68  0.401
C -0.10 2.76 -0.14  -0.383
H 1.15 1.08 -4.13  -0.093
C -1.52 -2.11 0.59  -1.390
H -1.72 -2.10 1.67  0.301
H -0.57 -2.71 0.46  0.331
H -2.32 -2.63 0.04  0.364
N -0.68 0.10 -3.20  0.145
N 1.65 -0.43 -2.46  0.049
N -1.35 -0.42 -2.09  -0.185
N 1.25 -1.10 -1.32  0.028
C -1.47 0.02 -4.28  -0.044
C 2.80 -0.95 -2.89  -0.071
H -1.10 0.37 -5.23  0.461
H 3.26 -0.58 -3.79  0.466
C -2.68 -0.57 -3.89  -1.103
C 3.18 -1.96 -2.01  -1.073
C -2.57 -0.84 -2.52  -0.024
C 2.21 -2.02 -1.02  -0.165
H -3.51 -0.78 -4.54  0.384
H 4.06 -2.57 -2.08  0.402
H -3.28 -1.32 -1.85  0.460
H 2.17 -2.66 -0.15  0.432
H -2.08 -0.41 0.32  -0.205
Cl 1.23 -1.38 2.39  -0.189
C 0.65 -0.03 1.51  -0.925
H -0.01 0.59 2.12  0.358
H 1.48 0.57 1.14  0.347



(8)
C11H16BClN6V as an isolated structure at a distorted geometry, computed with ωB97M-V with the def2-TZVPD basis set.

Summary:
Charge ... +2
DFT total energy ... -59477.373 eV
Frontier orbital gap (alpha / beta) ... 8.52 / 4.15 eV
Spin multiplicity ... 4

Last column: Mulliken spin population.
Geometry (Å):
C 3.05 -0.11 0.88  0.011
N 1.76 -0.17 0.41  -0.023
N 1.86 -0.17 -1.00  0.034
C 3.14 -0.15 -1.36  0.009
C 3.93 -0.15 -0.21  0.045
B 0.64 -0.04 -1.93  0.002
N -0.34 -1.16 -1.56  0.024
N -0.83 -1.34 -0.26  0.000
C -1.75 -2.33 -0.32  0.006
C -1.82 -2.81 -1.64  0.049
C -0.94 -2.02 -2.38  -0.008
V -0.04 -0.03 1.14  2.127
N -0.05 1.29 -1.57  0.158
N -0.45 1.44 -0.24  0.102
C -1.01 2.66 -0.13  0.173
C -1.00 3.28 -1.39  0.301
C -0.39 2.38 -2.27  0.129
H -1.35 3.04 0.82  0.007
H -0.16 2.46 -3.32  0.002
H -1.37 4.25 -1.62  -0.008
H 0.93 -0.10 -3.07  -0.001
H -0.68 -1.98 -3.44  0.000
H 3.39 -0.08 -2.42  0.001
H -2.44 -3.60 -2.00  0.000
H 5.00 -0.15 -0.20  0.001
H -2.36 -2.57 0.54  -0.001
H 3.29 0.05 1.92  -0.001
H -2.36 -0.58 2.45  -0.006
C -1.87 -1.42 3.01  0.017
H -2.48 -2.34 2.93  0.001
H -0.82 -1.62 2.64  -0.005
H -1.85 -1.21 4.10  0.001
Cl 0.84 0.28 3.42  -0.009
C -0.30 1.33 2.58  -0.150
H -1.28 1.36 3.08  -0.001
H 0.13 2.31 2.40  0.015



Repeat the sixth record exactly.
C11H16BBr27FNO2P as an isolated structure at a distorted geometry, computed with ωB97M-V with the def2-TZVPD basis set.

Summary:
Charge ... -1
DFT total energy ... -1921080.976 eV
Frontier orbital gap ... 6.65 eV

Last column: Mulliken charge in e.
Geometry (Å):
N 5.27 -2.28 1.57  -0.824
P 5.05 -1.47 0.19  0.578
C 3.37 -1.04 -0.31  0.603
C 2.31 -2.14 -0.42  0.461
O 1.21 -1.38 -0.86  -0.509
B 1.42 0.02 -0.36  1.097
F 0.39 0.48 0.48  -0.279
O 2.72 -0.04 0.42  -0.724
H 4.36 -2.40 2.03  0.160
H 5.81 -0.30 0.10  0.121
H 5.54 -2.27 -0.88  -0.181
H 3.40 -0.65 -1.35  -0.506
H 2.01 -2.58 0.54  0.055
H 2.65 -2.92 -1.11  -0.398
H 1.61 0.80 -1.29  -0.406
C 3.27 -0.56 -5.02  -0.367
Br 4.38 -0.96 -3.50  0.031
Br 3.20 -2.05 -6.25  -0.039
Br 1.52 0.00 -4.49  0.010
H 3.73 0.26 -5.55  0.364
C 4.80 -5.68 -4.45  -0.347
Br 6.29 -5.38 -5.63  -0.058
Br 4.85 -4.48 -2.95  -0.009
Br 3.13 -5.60 -5.41  -0.024
H 4.89 -6.68 -4.06  0.380
C -2.57 2.29 0.92  -0.088
Br -2.84 1.95 -0.95  -0.028
Br -1.59 3.91 1.22  0.037
Br -4.24 2.28 1.89  -0.003
H -1.97 1.47 1.30  0.132
C -0.09 -5.81 -1.51  -0.402
Br 1.79 -5.60 -1.86  0.062
Br -0.53 -7.62 -1.02  -0.074
Br -0.70 -4.54 -0.21  0.012
H -0.61 -5.60 -2.44  0.382
C 1.09 -2.42 4.66  -0.414
Br 2.40 -2.13 3.29  0.098
Br 1.42 -1.32 6.21  -0.071
Br -0.70 -2.18 3.99  -0.027
H 1.17 -3.45 4.98  0.366
C 5.01 1.52 3.70  -0.345
Br 5.17 -0.08 2.54  0.173
Br 6.57 1.74 4.82  -0.115
Br 4.62 3.15 2.71  -0.090
H 4.17 1.36 4.36  0.285
C -8.16 0.93 2.25  -0.301
Br -8.96 -0.74 2.78  -0.018
Br -9.43 2.09 1.38  0.047
Br -7.29 1.80 3.72  -0.044
H -7.40 0.69 1.52  0.293
C -2.06 8.13 1.51  -0.265
Br -2.59 8.97 3.16  -0.017
Br -1.94 9.40 0.08  -0.018
Br -0.43 7.13 1.72  -0.026
H -2.83 7.42 1.25  0.286
C -10.78 4.92 -1.76  -0.296
Br -8.89 5.23 -1.56  0.021
Br -11.60 6.25 -2.89  -0.048
Br -11.15 3.14 -2.38  -0.008
H -11.22 5.02 -0.79  0.317



> Look up the DFT total energy of the third one.

-20934.049 eV



> Which formula does entry 7 have?

C11H16BClN6Sn



> What is the DFT total energy in the sixth record?

-1921080.976 eV